Molecular formula: C24H68BN7NbO3P2
Method: DFT, the ωB97M-V functional and the def2-TZVPD basis

Values from the calculation:
- lowest unoccupied orbital energy (eV) = 0.05
- net charge = -1
- spin multiplicity = 1
- HOMO-LUMO gap (eV) = 3.89
- HOMO energy (eV) = -3.845

CARTESIAN COORDINATES (ANGSTROEM)
C -2.4316 6.6295 -0.9181
C -1.8250 5.7597 -2.1939
C -0.1650 5.7185 -2.2198
C 0.4878 5.9084 -3.7017
C 0.2931 4.6937 -4.7585
C -0.2496 3.2711 -4.1813
C 0.9629 2.1846 -3.7976
C 2.0887 2.7907 -2.7748
C 1.7864 2.3691 -1.2015
C 3.0878 2.4794 -0.2118
Nb 4.2222 4.4733 -0.3564
B 5.2271 6.4906 -0.8620
O 4.3869 7.5703 -1.4815
N 6.6910 6.8211 -0.6364
C 7.0535 6.9151 0.8300
C 7.6259 5.9225 -1.4160
H -3.4141 6.0772 -0.5307
H -2.7885 7.7077 -1.2367
H -1.6877 6.6632 -0.0109
H -2.2510 4.6546 -2.0450
H -2.2986 6.1903 -3.1738
H 0.1784 6.6549 -1.5663
H 0.2916 4.7772 -1.6965
H 1.6266 6.2233 -3.5346
H -0.0187 6.8781 -4.1787
H -0.3814 5.0783 -5.6477
H 1.3614 4.4797 -5.2477
H -0.8181 2.7428 -5.0904
H -1.0384 3.3272 -3.3196
H 0.4152 1.2195 -3.3722
H 1.4276 1.8654 -4.8376
H 3.1127 2.2408 -3.0485
H 2.2920 3.9317 -2.9335
H 1.4988 1.2109 -1.2417
H 0.8621 2.9092 -0.7304
H 3.8626 1.6064 -0.3577
H 2.6617 2.4447 0.9029
H 4.8123 3.8950 -2.0064
H 2.7098 5.1513 -1.1680
H 3.5527 5.0941 1.2083
H 5.7108 3.8082 0.4268
H 3.4327 7.2134 -1.4696
H 6.1441 7.3737 1.4490
H 7.4750 5.9240 1.2938
H 7.9319 7.7145 0.9181
H 7.2096 4.8502 -1.6320
H 8.6379 5.7997 -0.8161
H 7.9068 6.4091 -2.4662
O 0.8849 -1.3863 0.6377
P 1.1921 -2.8940 0.4652
N 1.0490 -3.1614 2.1363
C 2.0232 -3.7073 3.0640
C -0.2943 -3.0891 2.7040
N 2.8549 -2.6019 0.0736
C 3.9959 -3.1438 0.8002
C 3.2159 -1.2399 -0.3565
N 1.5452 -4.6273 0.2669
C 1.5331 -4.9192 -1.1914
C 0.6373 -5.6330 0.8464
H 2.5284 -4.5993 2.6776
H 1.5772 -4.0301 4.0119
H 2.7782 -2.9595 3.3232
H -0.8985 -3.9393 2.3840
H -0.8044 -2.1785 2.3740
H -0.3033 -3.0661 3.8004
H 4.1769 -2.6024 1.7324
H 4.9099 -3.0636 0.1990
H 3.8984 -4.2102 1.0142
H 3.2458 -0.5480 0.4905
H 2.4996 -0.8605 -1.1025
H 4.1933 -1.2177 -0.8491
H 0.5344 -4.7370 -1.6102
H 1.8122 -5.9591 -1.3950
H 2.2393 -4.2917 -1.7387
H -0.3939 -5.4956 0.5037
H 0.6388 -5.6402 1.9380
H 0.9630 -6.6443 0.5712
O -3.3221 -4.6614 1.4089
P -4.7842 -4.1616 1.5070
N -4.7473 -4.2443 3.2030
C -5.6024 -4.9971 4.1028
C -3.9362 -3.2469 3.8952
N -5.4271 -5.6425 0.8766
C -6.3868 -6.4993 1.5609
C -4.4987 -6.5215 0.1445
N -6.4652 -3.5870 1.6198
C -6.8756 -3.1446 0.2604
C -6.7939 -2.4432 2.4889
H -6.6648 -4.9205 3.8471
H -5.5416 -4.6503 5.1410
H -5.3194 -6.0535 4.1190
H -4.3904 -2.2575 3.8231
H -2.9377 -3.1852 3.4508
H -3.7859 -3.4693 4.9586
H -5.9101 -7.1011 2.3390
H -6.8531 -7.1974 0.8548
H -7.2220 -5.9445 1.9933
H -3.8265 -7.0499 0.8270
H -3.8961 -5.9446 -0.5749
H -5.0343 -7.2674 -0.4516
H -6.2597 -2.2971 -0.0688
H -7.9281 -2.8404 0.2379
H -6.7630 -3.9404 -0.4787
H -6.1909 -1.5616 2.2463
H -6.6753 -2.6591 3.5523
H -7.8539 -2.1782 2.3856

Atomic partial charges in e from the Löwdin method, atoms 1 to 6: number 1, C, carries -0.17; number 2, C, carries -0.25; number 3, C, carries -0.23; number 4, C, carries -0.24; number 5, C, carries -0.22; number 6, C, carries -0.22



Molecular formula: C24H68MgO11
Method: DFT, the ωB97M-V functional and the def2-TZVPD basis

Values from the calculation:
- lowest unoccupied orbital energy (eV) = 0.41
- spin multiplicity = 1
- HOMO-LUMO gap (eV) = 8.45
- HOMO energy (eV) = -8.043
- energy relative to the best compared isomer or geometry (same formula, charge and spin) (kJ/mol) = 18.2

CARTESIAN COORDINATES (ANGSTROEM)
Mg 35.5552 -3.2762 -8.4307
C 39.2269 -5.3899 -8.9900
C 37.7399 -5.3370 -9.4144
C 36.9524 -6.4730 -8.7490
O 37.1297 -4.0615 -9.2622
H 39.8251 -4.6426 -9.5113
H 39.6728 -6.3280 -9.3204
H 39.3423 -5.2854 -7.9112
H 37.7090 -5.6041 -10.4707
H 36.1002 -6.7960 -9.3470
H 36.6020 -6.1381 -7.7727
H 37.5577 -7.3675 -8.6022
C 31.9996 -5.4408 -7.3067
C 33.2775 -5.2013 -8.1631
C 33.0518 -5.7538 -9.5932
O 33.6670 -3.8300 -8.1643
H 31.1012 -5.1582 -7.8556
H 32.1134 -4.9366 -6.3471
H 31.8845 -6.5099 -7.1285
H 34.1305 -5.7768 -7.8037
H 32.2477 -5.1944 -10.0714
H 32.6177 -6.7534 -9.5746
H 33.9677 -5.8391 -10.1779
C 33.3454 -2.4192 -12.1212
C 33.8308 -1.7825 -10.8381
O 34.9528 -2.4201 -10.3089
H 34.0752 -2.3076 -12.9231
H 32.4852 -1.8787 -12.5161
H 33.0238 -3.4597 -12.0767
H 33.0542 -1.9014 -10.0826
H 34.0640 -0.7227 -10.9407
H 35.5833 -2.3914 -11.0323
C 30.3806 0.9652 -8.8433
C 31.9005 1.1249 -8.8353
O 32.3923 0.9895 -7.5763
H 29.9838 0.8939 -9.8560
H 29.9133 1.8656 -8.4446
H 29.9985 0.0923 -8.3141
H 32.2188 2.0548 -9.3065
H 32.3316 0.3405 -9.4572
H 32.3555 0.0398 -7.4412
C 40.6790 -1.5872 -7.4650
C 39.7867 -0.9242 -8.5519
O 38.6639 -0.3344 -7.9363
H 41.4380 -2.1248 -8.0332
H 40.1667 -2.3467 -6.8743
H 41.1445 -0.8187 -6.8479
H 39.4567 -1.7407 -9.1942
H 40.2573 -0.1493 -9.1570
H 38.9841 0.4314 -7.4540
C 31.9021 -0.8061 -4.7393
C 32.2279 -2.0214 -5.6006
O 32.2232 -1.7772 -6.9942
H 32.7127 -0.0815 -4.8168
H 31.7036 -1.0344 -3.6921
H 31.0390 -0.2688 -5.1323
H 31.6892 -2.9553 -5.4402
H 33.2142 -2.3983 -5.3299
H 32.6301 -2.5504 -7.3919
C 34.6765 -7.2281 -5.1460
C 34.3964 -7.7506 -3.7391
O 34.2916 -6.6922 -2.8278
H 33.8958 -6.4989 -5.3619
H 34.6616 -7.9945 -5.9209
H 35.6469 -6.7468 -5.2674
H 35.1854 -8.4738 -3.5328
H 33.4398 -8.2727 -3.7605
H 33.7719 -7.0073 -2.0847
C 37.6282 -0.7694 -11.3805
C 37.9968 -2.0365 -12.2155
O 37.0245 -2.9722 -11.9445
H 37.4180 -1.0025 -10.3367
H 36.6921 -0.3029 -11.6873
H 38.4336 -0.0350 -11.3702
H 38.9692 -2.4738 -11.9887
H 38.0649 -1.7426 -13.2629
H 37.2217 -3.5328 -11.1906
C 37.9557 -4.6212 -5.3910
C 37.2330 -3.3548 -5.7799
O 35.9981 -3.5701 -6.3990
H 37.9630 -5.3066 -6.2385
H 37.5031 -5.1000 -4.5227
H 38.9911 -4.4343 -5.1062
H 37.8572 -2.9073 -6.5534
H 37.1768 -2.5834 -5.0118
H 35.4760 -3.8016 -5.6274
C 35.3258 0.1591 -6.3991
C 35.3135 -0.2717 -7.8493
O 36.1336 -1.3974 -8.0746
H 34.5660 0.9270 -6.2535
H 36.2971 0.5491 -6.0947
H 35.0351 -0.6944 -5.7867
H 35.5978 0.5282 -8.5329
H 34.3134 -0.5567 -8.1760
H 37.0356 -1.0700 -8.1046
C 34.5118 -1.9790 -2.6961
C 35.0071 -3.4481 -2.6704
O 34.4835 -4.1091 -3.8327
H 33.4277 -1.9352 -2.5915
H 34.6766 -1.4896 -3.6559
H 34.8343 -1.3789 -1.8452
H 34.6963 -4.0335 -1.8051
H 36.0914 -3.5435 -2.7261
H 34.4291 -5.0309 -3.5702

Atomic partial charges in e from the Löwdin method, atoms 1 to 6: number 1, Mg, carries 0.64; number 2, C, carries -0.05; number 3, C, carries -0.53; number 4, C, carries -0.05; number 5, O, carries -0.30; number 6, H, carries 0.06



Molecular formula: C24H68N3O12
Method: DFT, the ωB97M-V functional and the def2-TZVPD basis

Values from the calculation:
- lowest unoccupied orbital energy (eV) = 2.17
- net charge = -1
- spin multiplicity = 1
- HOMO-LUMO gap (eV) = 7.17
- HOMO energy (eV) = -5.000
- energy relative to the best compared isomer or geometry (same formula, charge and spin) (kJ/mol) = 723.7

CARTESIAN COORDINATES (ANGSTROEM)
C -1.1989 -0.1199 -2.2877
O -1.8400 0.7559 -3.1279
H -1.6075 -0.3680 -1.4019
H -0.2839 0.3002 -1.9055
H -0.7097 -0.9517 -2.5654
C -1.4644 3.2940 -5.5046
O -1.4369 3.0974 -4.0544
H -1.1505 2.4079 -5.8478
H -0.9881 4.2040 -5.8848
H -2.4426 3.1279 -5.8168
H -1.5582 2.2670 -3.7028
C 1.7192 2.5260 -3.4539
O 2.9466 2.7809 -4.0609
H 0.9424 2.3171 -4.3368
H 1.2741 3.3096 -2.8043
H 1.6005 1.6706 -3.1332
H 3.4256 2.0151 -4.3439
C -5.2269 1.5654 -2.7817
O -4.6379 0.5598 -3.7178
H -4.4670 1.9794 -2.1268
H -5.8577 1.0944 -2.1461
H -5.5153 2.3763 -3.2838
H -3.7197 0.3672 -3.4729
C -2.1470 -1.3891 -5.8112
O -1.1432 -0.4378 -5.4875
H -2.6557 -1.2093 -6.8343
H -2.9782 -1.0428 -4.9524
H -1.7189 -2.3292 -5.4641
H -1.3389 -0.1472 -4.6466
C -0.8588 2.6675 -0.2650
O -2.1648 2.5120 -0.8237
H 0.0281 2.2211 -0.9142
H -0.6224 2.0780 0.5767
H -0.5236 3.7340 0.0261
H -2.1946 1.8694 -1.5169
C -0.9828 -4.1913 -0.1379
O -1.3413 -3.4737 1.1261
C -2.7389 -2.9617 1.1868
C -3.0572 -2.5776 2.7065
N -4.4538 -2.1404 2.8930
C -4.7091 -1.8742 4.3310
C -6.2878 -1.5534 4.2610
O -6.7965 -1.2740 5.5127
C -8.3032 -1.2002 5.5866
H 0.0323 -4.4610 0.1274
H -0.7984 -3.7612 -1.0664
H -1.5583 -4.9826 -0.2314
H -3.3252 -3.6388 1.1119
H -2.7830 -2.2158 0.5622
H -2.5026 -1.6468 2.9340
H -2.7063 -3.3168 3.5943
H -4.6628 -1.3364 2.2359
H -4.1461 -1.0614 4.7129
H -4.4816 -2.7767 5.1901
H -6.8261 -2.3224 3.8081
H -6.4801 -0.7174 3.7791
H -8.3249 -0.7054 6.3049
H -8.9535 -2.0949 5.7340
H -8.7775 -1.0154 4.5226
C 1.9164 -3.0763 -2.6084
O 3.1244 -2.5836 -3.0125
C 3.0686 -1.2812 -3.4225
C 4.5300 -0.7371 -3.7277
N 4.5256 0.4376 -4.5533
C 5.8124 1.1409 -4.4257
C 7.1229 0.2186 -4.8997
O 8.3371 1.0896 -4.7810
C 8.8632 1.0668 -3.4233
H 1.8872 -4.1257 -2.3227
H 1.0485 -3.2304 -3.2700
H 1.7137 -2.2471 -1.7520
H 2.6031 -0.5092 -2.8619
H 2.4070 -1.0111 -4.2562
H 4.6648 -1.5744 -4.5088
H 5.1875 -0.8176 -2.8289
H 4.4357 0.2258 -5.4339
H 6.0195 1.4181 -3.2883
H 5.5033 1.9817 -5.0077
H 6.9035 -0.2385 -5.9809
H 6.9564 -0.6786 -4.3095
H 9.2221 0.1572 -3.2525
H 8.0326 1.3364 -2.5943
H 9.7410 1.5308 -3.4357
C 0.6271 -0.3714 1.1223
O 1.1532 0.3783 2.1374
C 0.6885 0.3101 3.5048
C 1.3900 1.3104 4.4869
N 1.0452 0.8332 5.8082
C 1.8682 1.6047 6.8625
C 1.3522 1.2890 8.2149
O 2.0547 2.1100 9.1535
C 2.0210 1.4794 10.4134
H 1.0713 -0.1896 0.1612
H -0.3344 -0.4489 0.7604
H 1.2333 -1.3752 1.1031
H 0.6636 -0.8487 3.6943
H -0.4352 0.6336 3.4711
H 0.8306 2.2846 4.4672
H 2.5770 1.2883 4.2126
H 1.3505 -0.2059 5.7678
H 1.9001 2.6309 6.6354
H 2.9689 1.5349 6.7641
H 1.4315 0.2582 8.3030
H 0.3816 1.4432 8.1208
H 2.4361 0.4135 9.9407
H 0.9387 1.3465 11.0385
H 2.6392 1.9945 10.9022

Atomic partial charges in e from the Löwdin method, atoms 1 to 6: number 1, C, carries -0.29; number 2, O, carries -0.34; number 3, H, carries 0.03; number 4, H, carries 0.04; number 5, H, carries 0.02; number 6, C, carries -0.11



Molecular formula: C24H68N4O12
Method: DFT, the ωB97M-V functional and the def2-TZVPD basis

Values from the calculation:
- lowest unoccupied orbital energy (spin up / spin down) (eV) = 1.91 / 1.84
- net charge = -1
- spin multiplicity = 2
- HOMO-LUMO gap (spin up / spin down) (eV) = 1.43 / 8.49
- <S²> = 0.750
- HOMO energy (spin up / spin down) (eV) = 0.472 / -6.646
- energy relative to the best compared isomer or geometry (same formula, charge and spin) (kJ/mol) = 0.0

CARTESIAN COORDINATES (ANGSTROEM)
C 3.8681 -3.5447 -0.7363
C 2.6321 -3.3418 0.1822
C 2.8019 -3.3375 1.7268
O 3.6453 -2.2124 2.0095
C 3.9739 -2.1500 3.3982
N 2.0786 -2.0550 -0.1375
H 4.2980 -2.6538 -1.1939
H 3.6211 -4.3196 -1.4620
H 4.6596 -4.1215 -0.2578
H 1.7987 -4.0283 0.0333
H 3.3011 -4.2737 1.9765
H 1.8586 -3.3434 2.2729
H 4.6656 -1.3086 3.4383
H 4.2732 -3.0732 3.8945
H 3.1236 -1.8311 4.0011
H 1.1035 -1.8989 0.0744
H 2.6055 -1.3824 0.4011
C -2.9698 -2.9160 2.6563
C -2.7167 -2.9904 4.1480
C -2.0350 -4.3884 4.4658
O -0.7116 -4.3507 3.9043
C -0.5088 -5.5446 3.1727
N -2.0507 -1.7750 4.6235
H -2.1383 -2.6495 2.0040
H -3.7238 -2.1683 2.4101
H -3.3692 -3.8526 2.2672
H -3.7152 -2.8973 4.5751
H -2.7004 -5.1592 4.0769
H -1.8471 -4.4132 5.5392
H -0.9519 -5.7276 2.1939
H -0.7618 -6.3516 3.8603
H 0.5730 -5.6429 3.0821
H -1.2477 -1.7430 4.0117
H -2.5622 -0.9832 4.2608
C 3.4498 3.8247 -2.1131
C 2.2487 4.5895 -2.5280
C 1.1483 3.6532 -3.1773
O 1.5640 2.9205 -4.2788
C 1.8209 3.6859 -5.4785
N 1.7488 5.2617 -1.3004
H 4.1408 4.5526 -1.6880
H 4.0808 3.3613 -2.8715
H 3.1415 3.0331 -1.4302
H 2.5610 5.4032 -3.1826
H 0.3230 4.1940 -3.6406
H 0.8188 2.9213 -2.4400
H 1.1160 4.4269 -5.8555
H 1.7021 2.9294 -6.2542
H 2.8519 4.0097 -5.6205
H 1.7719 4.5300 -0.6046
H 0.7782 5.5383 -1.3391
C -3.0876 1.7994 3.7597
C -1.9029 2.7396 3.7720
C -0.5753 1.9282 3.6720
O 0.4545 2.8417 3.4374
C 1.7495 2.2663 3.4833
N -2.0552 3.7429 2.7344
H -3.8693 2.3852 4.2433
H -2.9517 0.8495 4.2767
H -3.3188 1.5004 2.7374
H -1.8355 3.3048 4.7016
H -0.6031 1.3922 2.7233
H -0.5092 1.3487 4.5929
H 2.3051 2.0624 2.5679
H 1.8807 1.3595 4.0736
H 2.4905 2.8602 4.0184
H -1.1410 4.0371 2.4218
H -2.3075 3.1512 1.9557
C -2.8451 4.2268 -2.2067
C -2.6025 5.4691 -3.0687
O -3.3547 6.5712 -2.6536
O -2.1912 4.4188 -1.0160
H -2.4626 3.3721 -2.7645
H -3.9085 4.1295 -1.9882
H -2.9175 5.2740 -4.0938
H -1.5765 5.7594 -3.2952
H -3.0314 6.8268 -1.7866
H -2.6260 5.1095 -0.5106
C -2.0846 -4.2031 -2.9361
C -1.7679 -4.3806 -1.4367
O -2.6123 -5.2896 -0.6731
O -1.1155 -3.4181 -3.5797
H -3.1453 -3.9615 -3.0039
H -2.0652 -5.1766 -3.4259
H -1.5774 -3.4022 -0.9955
H -0.7590 -4.7669 -1.2915
H -3.3675 -5.4583 -1.2412
H -0.3248 -3.9565 -3.4982
C 1.4004 -0.7519 -5.1058
C 1.2440 -0.6142 -3.5432
O 1.9300 -1.7410 -2.9133
O 2.6576 -1.0717 -5.5610
H 0.9404 0.0921 -5.6198
H 0.7805 -1.5548 -5.5049
H 0.1815 -0.5074 -3.3245
H 1.7789 0.2759 -3.2121
H 1.8173 -1.7487 -1.9600
H 2.9817 -1.8297 -5.0691
C -1.2754 -0.2420 0.4533
C -1.1242 0.9871 -0.4794
O -0.9502 2.1985 0.2586
O -0.0024 -0.4163 1.0103
H -1.5638 -1.1619 -0.0553
H -2.0840 -0.2518 1.1842
H -1.9681 0.9894 -1.1693
H -0.2244 0.8113 -1.0690
H -1.3644 2.9346 -0.1978
H 0.3197 0.4834 1.1025

Atomic partial charges in e from the Löwdin method, atoms 1 to 6: number 1, C, carries -0.04; number 2, C, carries -0.38; number 3, C, carries -0.19; number 4, O, carries -0.20; number 5, C, carries -0.10; number 6, N, carries 0.02



spin multiplicity of number 1 (C24H68BN7NbO3P2)?
1



spin multiplicity of number 2 (C24H68MgO11)?
1



The highest spin multiplicity belongs to which entry?
C24H68N4O12



spin multiplicity of number 4 (C24H68N4O12)?
2